Version 1
This record from the OMol25 dataset describes a cluster of 10 separate species, C41H99N3O10S7 in total. The level of theory is ωB97M-V/def2-TZVPD.

## Properties
Gap between HOMO and LUMO in eV: 7.63
Total charge: 0
Highest occupied orbital energy in eV: -7.41

Each atom is followed by the atoms it is bonded to, with distances in Å.
CARTESIAN COORDINATES (ANGSTROEM)
1 C -5.72343 6.92975 1.27531  S2 1.919, H5 1.090, H6 1.090, H7 1.090
2 S -6.93959 5.45409 1.11395  C1 1.919, O3 1.550, C4 1.828
3 O -6.47359 4.27089 1.99942  S2 1.550
4 C -8.29726 6.34696 1.95188  S2 1.828, H8 1.090, H9 1.090, H10 1.090
5 H -4.99103 6.81575 2.07450  C1 1.090
6 H -6.27712 7.86547 1.35247  C1 1.090
7 H -5.11719 6.88127 0.37075  C1 1.090
8 H -8.61982 7.24395 1.42325  C4 1.090
9 H -8.14982 6.72494 2.96356  C4 1.090
10 H -9.14742 5.67011 1.86694  C4 1.090
11 C 0.09157 -0.22399 -8.46413  S12 1.838, H15 1.090, H16 1.090, H17 1.090
12 S -1.12218 0.80396 -9.38470  C11 1.838, O13 1.495, C14 1.883
13 O -1.91546 1.32844 -8.23066  S12 1.495
14 C -0.01457 2.24833 -9.86661  S12 1.883, H18 1.090, H19 1.090, H20 1.090
15 H 0.74955 -0.76499 -9.14419  C11 1.090
16 H -0.53619 -0.91466 -7.90111  C11 1.090
17 H 0.80167 0.11448 -7.70960  C11 1.090
18 H 0.84922 1.94677 -10.45908  C14 1.090
19 H 0.35221 2.87216 -9.05150  C14 1.090
20 H -0.60513 2.93742 -10.47034  C14 1.090
21 C -7.82953 -5.32522 1.84547  S22 1.877, H25 1.090, H26 1.090, H27 1.090
22 S -6.22132 -5.20453 0.88544  C21 1.877, O23 1.492, C24 1.808
23 O -5.20769 -5.80086 1.80413  S22 1.492
24 C -6.06645 -3.40362 0.83163  S22 1.808, H28 1.090, H29 1.090, H30 1.090
25 H -7.98513 -6.39591 1.97782  C21 1.090
26 H -8.65668 -4.91393 1.26688  C21 1.090
27 H -7.69188 -4.97635 2.86892  C21 1.090
28 H -6.22674 -2.99558 1.82958  C24 1.090
29 H -6.85288 -3.07360 0.15287  C24 1.090
30 H -5.06590 -3.35382 0.40208  C24 1.090
31 C 2.37442 4.82919 -5.02989  S32 1.867, H35 1.090, H36 1.090, H37 1.090
32 S 3.32732 6.10763 -4.05924  C31 1.867, O33 1.607, C34 1.800
33 O 4.05723 6.83430 -5.29213  S32 1.607
34 C 1.93720 7.13634 -3.55889  S32 1.800, H38 1.090, H39 1.090, H40 1.090
35 H 1.64832 4.31062 -4.40382  C31 1.090
36 H 3.00638 3.97144 -5.26004  C31 1.090
37 H 2.05846 5.42743 -5.88452  C31 1.090
38 H 1.01331 6.68031 -3.20312  C34 1.090
39 H 1.68884 7.71342 -4.44963  C34 1.090
40 H 2.23819 7.97379 -2.92947  C34 1.090
41 C -4.90653 6.48201 -3.97462  S42 1.831, H45 1.090, H46 1.090, H47 1.090
42 S -3.16794 6.91390 -3.59820  C41 1.831, O43 1.500, C44 1.809
43 O -2.35903 5.69814 -3.94195  S42 1.500
44 C -3.04544 8.26922 -4.78954  S42 1.809, H48 1.090, H49 1.090, H50 1.090
45 H -5.46922 5.85946 -3.27898  C41 1.090
46 H -5.01665 6.07188 -4.97849  C41 1.090
47 H -5.47142 7.38957 -4.18754  C41 1.090
48 H -3.73673 9.08938 -4.59578  C44 1.090
49 H -3.24216 7.83318 -5.76896  C44 1.090
50 H -2.02060 8.61559 -4.92307  C44 1.090
51 C -4.62311 1.21745 -4.15988  S52 1.831, H55 1.090, H56 1.090, H57 1.090
52 S -5.82961 -0.13297 -4.42864  C51 1.831, O53 1.561, C54 1.826
53 O -7.13983 0.32757 -3.71601  S52 1.561
54 C -6.21253 0.12525 -6.19574  S52 1.826, H58 1.090, H59 1.090, H60 1.090
55 H -3.84044 1.15970 -4.91631  C51 1.090
56 H -4.17673 1.11937 -3.17032  C51 1.090
57 H -5.05512 2.21699 -4.20883  C51 1.090
58 H -7.02344 0.85210 -6.24283  C54 1.090
59 H -6.58128 -0.82313 -6.58649  C54 1.090
60 H -5.32830 0.49033 -6.71821  C54 1.090
61 C 1.50097 -0.93578 8.51982  S62 1.856, H65 1.090, H66 1.090, H67 1.090
62 S 1.05512 -2.49525 7.61789  C61 1.856, O63 1.552, C64 1.770
63 O -0.37987 -2.72091 8.16490  S62 1.552
64 C 0.71065 -1.65084 6.10135  S62 1.770, H68 1.090, H69 1.090, H70 1.090
65 H 2.14181 -0.26871 7.94325  C61 1.090
66 H 1.89159 -1.15625 9.51326  C61 1.090
67 H 0.59671 -0.34234 8.65489  C61 1.090
68 H 1.56377 -1.27469 5.53673  C64 1.090
69 H 0.05048 -0.81725 6.34088  C64 1.090
70 H 0.13751 -2.36177 5.50620  C64 1.090
71 C 0.46799 -7.50103 -2.82627  C72 1.627, H82 1.090, H83 1.090, H84 1.090
72 C -0.16909 -8.26650 -1.54001  C71 1.627, C73 1.551, N77 1.518, C81 1.562
73 C 0.52264 -9.65427 -1.49914  C72 1.551, C74 1.528, H85 1.090, H86 1.090
74 C 1.86769 -9.72306 -0.77662  C73 1.528, C75 1.588, H87 1.090, H88 1.090
75 C 1.82730 -8.89756 0.57887  C74 1.588, C76 1.483, H89 1.090, H90 1.090
76 C 1.33406 -7.49939 0.54012  C75 1.483, N77 1.482, C79 1.611, C80 1.558
77 N 0.09201 -7.48046 -0.26737  C72 1.518, C76 1.482, O78 1.350
78 O -0.69781 -6.39763 -0.10830  N77 1.350, H100 0.960
79 C 1.07916 -6.88050 2.00513  C76 1.611, H91 1.090, H92 1.090, H93 1.090
80 C 2.24251 -6.50254 -0.24006  C76 1.558, H94 1.090, H95 1.090, H96 1.090
81 C -1.70564 -8.47911 -1.72674  C72 1.562, H97 1.090, H98 1.090, H99 1.090
82 H 1.47421 -7.68738 -3.20162  C71 1.090
83 H 0.60208 -6.47347 -2.48828  C71 1.090
84 H -0.14600 -7.45232 -3.72558  C71 1.090
85 H -0.15279 -10.44921 -1.18296  C73 1.090
86 H 0.90539 -9.89367 -2.49126  C73 1.090
87 H 2.53967 -9.04296 -1.30009  C74 1.090
88 H 2.41195 -10.66639 -0.82169  C74 1.090
89 H 2.85763 -8.82309 0.92670  C75 1.090
90 H 1.49181 -9.53163 1.39954  C75 1.090
91 H 1.19761 -5.79769 1.96523  C79 1.090
92 H 0.13083 -7.20156 2.43605  C79 1.090
93 H 1.90516 -7.17714 2.65153  C79 1.090
94 H 1.76629 -5.59244 -0.60477  C80 1.090
95 H 3.06640 -6.16386 0.38814  C80 1.090
96 H 2.79057 -7.00642 -1.03620  C80 1.090
97 H -2.21966 -8.60970 -0.77447  C81 1.090
98 H -1.91064 -9.41263 -2.25079  C81 1.090
99 H -2.06097 -7.63585 -2.31896  C81 1.090
100 H -1.36538 -6.69664 0.51343  O78 0.960
101 C 6.03280 3.34503 7.34035  C102 1.571, H112 1.090, H113 1.090, H114 1.090
102 C 5.73941 2.86491 5.87377  C101 1.571, C103 1.573, N107 1.503, C111 1.533
103 C 6.45293 4.06563 5.15031  C102 1.573, C104 1.594, H115 1.090, H116 1.090
104 C 6.79123 3.77957 3.61951  C103 1.594, C105 1.545, H117 1.090, H118 1.090
105 C 7.58233 2.47844 3.36016  C104 1.545, C106 1.584, H119 1.090, H120 1.090
106 C 6.92672 1.26211 4.13542  C105 1.584, N107 1.480, C109 1.513, C110 1.586
107 N 6.50252 1.62311 5.50638  C102 1.503, C106 1.480, O108 1.428
108 O 5.88567 0.55483 6.22630  N107 1.428, H130 0.960
109 C 5.74395 0.76715 3.33202  C106 1.513, H121 1.090, H122 1.090, H123 1.090
110 C 7.99196 0.08719 4.14880  C106 1.586, H124 1.090, H125 1.090, H126 1.090
111 C 4.25589 2.85621 5.48875  C102 1.533, H127 1.090, H128 1.090, H129 1.090
112 H 5.50010 2.64702 7.98619  C101 1.090
113 H 7.09299 3.24204 7.57161  C101 1.090
114 H 5.68342 4.34438 7.59985  C101 1.090
115 H 5.92730 5.01981 5.18728  C103 1.090
116 H 7.29477 4.22584 5.82390  C103 1.090
117 H 5.79010 3.79272 3.18862  C104 1.090
118 H 7.36637 4.53743 3.08756  C104 1.090
119 H 8.62464 2.64425 3.63254  C105 1.090
120 H 7.72618 2.20295 2.31540  C105 1.090
121 H 6.10247 0.36643 2.38388  C109 1.090
122 H 5.06051 1.60419 3.18922  C109 1.090
123 H 5.17111 0.01561 3.87530  C109 1.090
124 H 8.04236 -0.23796 3.10965  C110 1.090
125 H 7.52297 -0.67515 4.77088  C110 1.090
126 H 9.00967 0.34846 4.43881  C110 1.090
127 H 3.56499 3.41553 6.11955  C111 1.090
128 H 4.17442 3.15074 4.44246  C111 1.090
129 H 3.88901 1.83814 5.61923  C111 1.090
130 H 6.54779 0.22198 6.83654  O108 0.960
131 C 1.78625 0.19963 -0.56088  C132 1.620, H142 1.090, H143 1.090, H144 1.090
132 C 0.26481 0.15490 -1.11498  C131 1.620, C133 1.490, N137 1.482, C141 1.584
133 C -0.47516 -1.11806 -0.88648  C132 1.490, C134 1.552, H145 1.090, H146 1.090
134 C -0.98961 -1.32419 0.56320  C133 1.552, C135 1.511, H147 1.090, H148 1.090
135 C -1.65043 -0.02719 0.96945  C134 1.511, C136 1.542, H149 1.090, H150 1.090
136 C -0.95657 1.33508 0.76972  C135 1.542, N137 1.468, C139 1.614, C140 1.572
137 N -0.39508 1.37162 -0.58669  C132 1.482, C136 1.468, O138 1.384
138 O -0.00606 2.60467 -1.08056  N137 1.384, H160 0.960
139 C -2.03459 2.53360 0.85106  C136 1.614, H151 1.090, H152 1.090, H153 1.090
140 C 0.12120 1.46501 1.90731  C136 1.572, H154 1.090, H155 1.090, H156 1.090
141 C 0.31222 0.12859 -2.69823  C132 1.584, H157 1.090, H158 1.090, H159 1.090
142 H 2.46782 -0.53024 -0.99776  C131 1.090
143 H 1.66111 0.11316 0.51845  C131 1.090
144 H 2.24254 1.18165 -0.68558  C131 1.090
145 H -1.35391 -1.27102 -1.51298  C133 1.090
146 H 0.16390 -1.97262 -1.10883  C133 1.090
147 H -0.15132 -1.57877 1.21171  C134 1.090
148 H -1.79088 -2.05675 0.66027  C134 1.090
149 H -2.03390 -0.15357 1.98191  C135 1.090
150 H -2.63834 -0.02384 0.50886  C135 1.090
151 H -1.47363 3.45117 0.67364  C139 1.090
152 H -2.83481 2.39703 0.12366  C139 1.090
153 H -2.62499 2.60467 1.76455  C139 1.090
154 H -0.48219 1.77536 2.76036  C140 1.090
155 H 0.42358 0.43605 2.10198  C140 1.090
156 H 0.93017 2.17609 1.73982  C140 1.090
157 H -0.66898 0.53999 -2.93509  C141 1.090
158 H 0.32223 -0.81447 -3.24470  C141 1.090
159 H 1.10699 0.82973 -2.95285  C141 1.090
160 H -0.86643 2.93684 -1.34704  O138 0.960

---

Version 2
This record from the OMol25 dataset describes a cluster of 10 separate species, C41H99N3O10S7 in total. The level of theory is ωB97M-V/def2-TZVPD.

## Properties
Gap between HOMO and LUMO in eV: 8.37
Total charge: 0
Highest occupied orbital energy in eV: -8.23

Each atom is followed by the atoms it is bonded to, with distances in Å.
CARTESIAN COORDINATES (ANGSTROEM)
1 C 0.28137 -3.22336 -5.57878  S2 1.848, H5 1.090, H6 1.090, H7 1.090
2 S -1.12273 -2.02890 -5.44351  C1 1.848, O3 1.542, C4 1.823
3 O -1.60229 -2.19760 -3.98802  S2 1.542
4 C -0.19889 -0.45983 -5.52978  S2 1.823, H8 1.090, H9 1.090, H10 1.090
5 H 0.72566 -2.94752 -4.62242  C1 1.090
6 H 0.90437 -3.19288 -6.47267  C1 1.090
7 H 0.01092 -4.27804 -5.52763  C1 1.090
8 H -0.85044 0.41375 -5.50869  C4 1.090
9 H 0.37250 -0.23799 -6.43111  C4 1.090
10 H 0.36614 -0.55684 -4.60273  C4 1.090
11 C 2.11986 -9.36083 1.51231  S12 1.864, H15 1.090, H16 1.090, H17 1.090
12 S 2.34993 -7.51888 1.68489  C11 1.864, O13 1.526, C14 1.848
13 O 3.54311 -7.40439 2.62991  S12 1.526
14 C 3.13916 -7.05363 0.07988  S12 1.848, H18 1.090, H19 1.090, H20 1.090
15 H 1.22212 -9.65112 2.05810  C11 1.090
16 H 2.90779 -9.74940 2.15751  C11 1.090
17 H 2.24242 -9.81270 0.52799  C11 1.090
18 H 2.71638 -7.63050 -0.74266  C14 1.090
19 H 4.18299 -7.36686 0.05956  C14 1.090
20 H 3.11996 -5.98129 -0.11463  C14 1.090
21 C 2.08947 -2.39301 5.70529  S22 1.815, H25 1.090, H26 1.090, H27 1.090
22 S 2.87090 -3.93952 6.24721  C21 1.815, O23 1.539, C24 1.919
23 O 3.23245 -4.17639 7.72422  S22 1.539
24 C 1.65578 -5.24053 5.53074  S22 1.919, H28 1.090, H29 1.090, H30 1.090
25 H 1.01799 -2.58050 5.77518  C21 1.090
26 H 2.58093 -2.23984 4.74451  C21 1.090
27 H 2.31331 -1.72069 6.53352  C21 1.090
28 H 0.62185 -4.92717 5.67531  C24 1.090
29 H 1.85754 -6.16236 6.07629  C24 1.090
30 H 1.95305 -5.21009 4.48251  C24 1.090
31 C -2.41475 -2.48936 3.73090  S32 1.822, H35 1.090, H36 1.090, H37 1.090
32 S -3.43750 -2.28211 5.22494  C31 1.822, O33 1.536, C34 1.918
33 O -4.36707 -3.50345 5.28345  S32 1.536
34 C -2.03032 -2.45186 6.51700  S32 1.918, H38 1.090, H39 1.090, H40 1.090
35 H -3.00712 -2.56746 2.81927  C31 1.090
36 H -1.52297 -3.11432 3.77848  C31 1.090
37 H -2.00419 -1.52616 3.42794  C31 1.090
38 H -1.41036 -3.32239 6.30273  C34 1.090
39 H -2.40166 -2.58394 7.53325  C34 1.090
40 H -1.25278 -1.70047 6.37929  C34 1.090
41 C -0.15683 1.00131 4.83054  S42 1.869, H45 1.090, H46 1.090, H47 1.090
42 S 1.25907 2.14383 4.40170  C41 1.869, O43 1.534, C44 1.809
43 O 2.37968 1.29199 3.79298  S42 1.534
44 C 0.38075 3.13321 3.16862  S42 1.809, H48 1.090, H49 1.090, H50 1.090
45 H -0.96705 1.02432 4.10176  C41 1.090
46 H -0.70404 1.30008 5.72464  C41 1.090
47 H 0.23259 -0.00850 4.95990  C41 1.090
48 H -0.52010 3.61948 3.54295  C44 1.090
49 H 0.04987 2.52611 2.32597  C44 1.090
50 H 1.14798 3.75033 2.70106  C44 1.090
51 C -2.66056 -5.42236 1.12886  S52 1.857, H55 1.090, H56 1.090, H57 1.090
52 S -2.64012 -7.10006 0.33295  C51 1.857, O53 1.540, C54 1.846
53 O -3.04554 -6.98273 -1.14782  S52 1.540
54 C -0.80432 -7.28282 0.26909  S52 1.846, H58 1.090, H59 1.090, H60 1.090
55 H -1.98723 -4.72800 0.62628  C51 1.090
56 H -2.32357 -5.33619 2.16188  C51 1.090
57 H -3.70217 -5.14711 0.96334  C51 1.090
58 H -0.28400 -6.52000 -0.31009  C54 1.090
59 H -0.58282 -8.28881 -0.08730  C54 1.090
60 H -0.51534 -7.00468 1.28261  C54 1.090
61 C -5.09242 -1.55717 -2.17789  S62 1.836, H65 1.090, H66 1.090, H67 1.090
62 S -5.13156 -2.54241 -0.62911  C61 1.836, O63 1.592, C64 1.848
63 O -6.56759 -2.29971 0.01484  S62 1.592
64 C -5.13272 -4.15748 -1.52709  S62 1.848, H68 1.090, H69 1.090, H70 1.090
65 H -4.85700 -0.54219 -1.85776  C61 1.090
66 H -5.95196 -1.75958 -2.81689  C61 1.090
67 H -4.26706 -1.79865 -2.84766  C61 1.090
68 H -4.21977 -4.49823 -2.01547  C64 1.090
69 H -5.87034 -3.91324 -2.29152  C64 1.090
70 H -5.47368 -4.95747 -0.86992  C64 1.090
71 C -0.63591 -0.18054 0.62963  C72 1.542, H82 1.090, H83 1.090, H84 1.090
72 C -0.16724 -1.43157 -0.14001  C71 1.542, C73 1.566, N77 1.525, C81 1.478
73 C 0.27382 -0.90299 -1.54712  C72 1.566, C74 1.591, H85 1.090, H86 1.090
74 C 1.80168 -0.46294 -1.61505  C73 1.591, C75 1.484, H87 1.090, H88 1.090
75 C 2.71186 -1.37276 -0.87642  C74 1.484, C76 1.555, H89 1.090, H90 1.090
76 C 2.23621 -1.75690 0.55337  C75 1.555, N77 1.504, C79 1.561, C80 1.491
77 N 0.87972 -2.39161 0.41434  C72 1.525, C76 1.504, O78 1.309
78 O 0.38567 -3.11942 1.38379  N77 1.309, H100 0.960
79 C 3.16949 -2.91019 1.03837  C76 1.561, H91 1.090, H92 1.090, H93 1.090
80 C 2.41338 -0.63255 1.51665  C76 1.491, H94 1.090, H95 1.090, H96 1.090
81 C -1.34651 -2.25160 -0.49020  C72 1.478, H97 1.090, H98 1.090, H99 1.090
82 H 0.14431 0.48012 1.00766  C71 1.090
83 H -1.21697 -0.45379 1.51043  C71 1.090
84 H -1.29450 0.40173 -0.01481  C71 1.090
85 H 0.29403 -1.85460 -2.07827  C73 1.090
86 H -0.52220 -0.28826 -1.96732  C73 1.090
87 H 1.74999 0.51717 -1.14091  C74 1.090
88 H 2.13365 -0.37861 -2.64984  C74 1.090
89 H 3.66242 -0.84528 -0.79712  C75 1.090
90 H 2.81070 -2.29371 -1.45104  C75 1.090
91 H 3.09357 -3.12981 2.10332  C79 1.090
92 H 2.83057 -3.82278 0.54803  C79 1.090
93 H 4.20880 -2.87913 0.71131  C79 1.090
94 H 1.78013 -0.79301 2.38920  C80 1.090
95 H 3.39673 -0.37476 1.90991  C80 1.090
96 H 2.12257 0.37647 1.22439  C80 1.090
97 H -1.79997 -2.46508 0.47774  C81 1.090
98 H -1.26395 -3.17716 -1.05995  C81 1.090
99 H -2.07074 -1.66117 -1.05143  C81 1.090
100 H 0.34107 -3.98511 0.97124  O78 0.960
101 C 4.01369 7.80894 -0.33701  C102 1.519, H112 1.090, H113 1.090, H114 1.090
102 C 3.54027 6.54242 -1.02879  C101 1.519, C103 1.579, N107 1.530, C111 1.611
103 C 4.75900 6.28769 -2.00036  C102 1.579, C104 1.579, H115 1.090, H116 1.090
104 C 4.70301 4.79557 -2.51538  C103 1.579, C105 1.498, H117 1.090, H118 1.090
105 C 4.60840 3.79095 -1.40796  C104 1.498, C106 1.550, H119 1.090, H120 1.090
106 C 3.39899 4.03403 -0.46964  C105 1.550, N107 1.414, C109 1.556, C110 1.562
107 N 3.41494 5.38077 -0.04046  C102 1.530, C106 1.414, O108 1.446
108 O 2.45254 5.62504 1.01137  N107 1.446, H130 0.960
109 C 2.08215 3.61802 -1.18710  C106 1.556, H121 1.090, H122 1.090, H123 1.090
110 C 3.82177 3.07377 0.68762  C106 1.562, H124 1.090, H125 1.090, H126 1.090
111 C 2.23705 6.92709 -1.89349  C102 1.611, H127 1.090, H128 1.090, H129 1.090
112 H 4.15328 8.64823 -1.01832  C101 1.090
113 H 3.35558 8.01353 0.50747  C101 1.090
114 H 4.96695 7.59965 0.14837  C101 1.090
115 H 4.62994 6.85319 -2.92321  C103 1.090
116 H 5.75541 6.37988 -1.56820  C103 1.090
117 H 3.90189 4.72966 -3.25157  C104 1.090
118 H 5.60541 4.53320 -3.06759  C104 1.090
119 H 5.58957 3.70562 -0.94093  C105 1.090
120 H 4.52215 2.76022 -1.75185  C105 1.090
121 H 1.73519 4.30221 -1.96145  C109 1.090
122 H 1.26717 3.54884 -0.46660  C109 1.090
123 H 2.16182 2.66422 -1.70864  C109 1.090
124 H 3.23528 3.20017 1.59765  C110 1.090
125 H 4.85581 3.00563 1.02560  C110 1.090
126 H 3.74141 2.02127 0.41584  C110 1.090
127 H 2.07805 6.23110 -2.71714  C111 1.090
128 H 1.25629 6.83866 -1.42615  C111 1.090
129 H 2.26435 7.91843 -2.34580  C111 1.090
130 H 2.96158 5.88986 1.78100  O108 0.960
131 C -2.66925 1.90270 -2.44450  C132 1.532, H142 1.090, H143 1.090, H144 1.090
132 C -3.64260 2.91329 -1.83025  C131 1.532, C133 1.558, N137 1.538, C141 1.510
133 C -3.11698 3.35643 -0.43232  C132 1.558, C134 1.573, H145 1.090, H146 1.090
134 C -1.98959 4.44230 -0.59023  C133 1.573, C135 1.510, H147 1.090, H148 1.090
135 C -2.45673 5.64021 -1.38203  C134 1.510, C136 1.577, H149 1.090, H150 1.090
136 C -3.01720 5.32837 -2.82247  C135 1.577, N137 1.486, C139 1.567, C140 1.512
137 N -3.94995 4.18754 -2.63400  C132 1.538, C136 1.486, O138 1.456
138 O -4.42364 3.78879 -3.95198  N137 1.456, H160 0.960
139 C -3.65162 6.66322 -3.34254  C136 1.567, H151 1.090, H152 1.090, H153 1.090
140 C -1.82929 5.00560 -3.70039  C136 1.512, H154 1.090, H155 1.090, H156 1.090
141 C -4.95159 2.19372 -1.60731  C132 1.510, H157 1.090, H158 1.090, H159 1.090
142 H -2.81176 1.83438 -3.52297  C131 1.090
143 H -2.99134 0.91920 -2.10231  C131 1.090
144 H -1.60833 2.00989 -2.21851  C131 1.090
145 H -3.92201 3.60838 0.25800  C133 1.090
146 H -2.59887 2.51105 0.02046  C133 1.090
147 H -1.00762 4.05788 -0.86604  C134 1.090
148 H -1.60675 4.82984 0.35389  C134 1.090
149 H -1.53986 6.22964 -1.38688  C135 1.090
150 H -3.06891 6.34272 -0.81651  C135 1.090
151 H -4.02308 6.45586 -4.34609  C139 1.090
152 H -4.64861 6.92050 -2.98490  C139 1.090
153 H -3.06055 7.57878 -3.36424  C139 1.090
154 H -1.06713 5.77529 -3.57877  C140 1.090
155 H -1.29777 4.05514 -3.65339  C140 1.090
156 H -2.03871 5.07205 -4.76801  C140 1.090
157 H -5.46292 1.69152 -2.42856  C141 1.090
158 H -5.61757 2.87429 -1.07686  C141 1.090
159 H -4.56480 1.43151 -0.93090  C141 1.090
160 H -5.32342 4.11901 -3.89758  O138 0.960

---

It comes down to version 2, which is 0.0112 hartree more stable than the next structure.